No. 1
This record from the OMol25 dataset describes a structure of composition C4H16ClO4 in a non-equilibrium geometry. The level of theory is ωB97M-V/def2-TZVPD.

## Properties
Energy above the lowest of the compared OMol25 structures with the same formula, charge and spin = 4.6119 eV
Net charge = -1
Maximum force = 0.126 hartree/bohr
Frontier orbital gap = 0.315 Eh

Each line ends with the natural charge from an NBO analysis.
Element x y z (Å)
O 0.98172 -0.79559 -2.10357  -0.7746
H -0.08094 -1.90578 3.07741  0.1597
H -1.16118 -1.48806 -1.23844  0.4008
H -0.63220 2.58155 1.61478  0.1580
H 0.91944 2.10750 0.89060  0.1463
C 1.67776 0.40150 -1.70835  -0.2760
H 1.04513 -1.21209 1.01036  0.4415
H 0.57286 -1.21444 -1.34266  0.4079
H 2.58909 -0.01467 -1.27894  0.1553
H 0.27364 1.12946 2.12247  0.1825
O -0.67125 0.97847 0.23119  -0.7939
O -2.01088 -1.37477 -1.67064  -0.7651
H 2.00482 1.07457 -2.50087  0.1615
H -0.18063 0.15604 0.16400  0.4601
H -1.07364 0.41314 -1.50616  0.1978
H -2.84931 0.48684 -1.61143  0.1270
H -2.00246 -0.00282 -3.03594  0.1290
O 1.33065 -0.82198 1.83975  -0.7793
H 0.60691 -0.40526 3.63689  0.1610
C -0.03264 1.73833 1.27184  -0.2596
H 1.24352 1.07995 -0.97402  0.1756
C -1.95895 -0.04454 -1.94761  -0.2464
H -0.63170 -0.40162 2.36141  0.1783
Cl -0.20614 -1.54566 -0.04843  -0.4726
C 0.24636 -0.92018 2.74641  -0.2749

***

No. 2
This record from the OMol25 dataset describes a structure of composition C4H16F2N8O4Y in a non-equilibrium geometry. The level of theory is ωB97M-V/def2-TZVPD.

## Properties
2S+1 = 2
Maximum force = 0.173 hartree/bohr
Frontier orbital gap (alpha / beta) = 0.216 / 0.253 Eh

Each line ends with the natural charge from an NBO analysis.
Element x y z (Å)
H -3.19454 0.84009 -3.91430  0.3459
N 3.15134 2.79219 -2.09863  -0.8448
H 3.83385 2.65831 -2.83098  0.4053
F -0.63083 0.76629 0.41745  -0.8852
N -2.24738 0.54609 -4.10548  -0.8230
Y -1.72012 2.29502 1.84344  1.7141
N -1.75706 -1.81974 3.73314  -0.7923
H 0.67762 1.70425 -0.62118  0.4284
N -2.35396 0.47192 -2.07278  -0.8364
N -0.27456 -0.54967 4.26228  -0.8089
H -2.00732 0.25802 -5.04329  0.4010
O -1.89232 0.17507 2.89696  -0.7726
H 1.31768 3.29913 -0.60721  0.3723
O -0.57220 -0.42237 -3.10090  -0.6167
O 2.06718 0.84973 -2.43300  -0.6280
H -3.17399 1.05765 -2.14031  0.3757
H -0.18058 -1.32921 4.89757  0.3928
C 2.18940 1.91621 -1.85856  0.7354
H 2.21713 -4.20707 -0.26829  0.4155
N 1.35505 2.36146 -0.98069  -0.8502
C 1.44994 -2.29928 -0.24096  0.7400
H -1.11340 -2.56747 3.94925  0.4055
H 0.30025 0.28080 4.26715  0.4230
F 0.38151 2.89166 2.24907  -0.8476
H -1.86435 0.29814 -1.20666  0.4246
N 1.67491 -3.52445 0.24175  -0.8553
H 3.15791 3.56929 -1.45351  0.3690
H 0.34861 -0.80272 0.36951  0.4458
C -1.37348 -0.63898 3.54844  0.7931
H 0.54836 -2.06920 1.54409  0.3415
O 1.73480 -1.93440 -1.37601  -0.6115
C -1.60125 0.20776 -3.03475  0.7238
H -2.64508 -2.01178 3.29195  0.4083
H 1.36601 -3.42755 1.19846  0.3563
N 0.83088 -1.63518 0.67697  -0.8448

***

No. 3
This record from the OMol25 dataset describes a structure of composition C4H16F4O7Zr in a non-equilibrium geometry. The level of theory is ωB97M-V/def2-TZVPD.

## Properties
Energy above the lowest of the compared OMol25 structures with the same formula, charge and spin = 0.0000 eV
Net charge = +2
Maximum force = 0.195 hartree/bohr
Frontier orbital gap = 0.202 Eh

Each line ends with the Mulliken charge.
Element x y z (Å)
H -1.39797 -2.01289 -1.62242  0.2860
O 2.13471 1.38920 -0.68129  -0.3477
O 2.67524 -2.93856 1.58366  -0.6215
H 2.95278 -2.30324 2.24364  0.3272
H 2.04429 -2.46309 1.04323  0.3155
F -3.57062 2.83057 -1.18210  -0.2546
C -1.53397 1.53447 -1.17136  -0.1137
H -0.33237 -2.82008 -2.33294  0.3197
Zr 1.32868 -0.42108 -1.99049  1.8060
H -1.54769 -0.67402 2.76597  0.5620
H 2.93604 1.48583 -0.16675  0.2964
H 0.70608 0.86820 3.39286  0.3594
C -1.81464 0.66568 1.02392  0.0966
H -1.04827 2.26897 -0.52894  0.5118
C -1.74804 -0.77626 1.69943  -1.5454
H 4.52038 -0.93595 -1.87057  0.3230
H -0.79152 0.98921 1.21537  0.0995
H -2.70734 -1.28188 1.58899  0.3371
O 3.86389 -0.81811 -1.18400  -0.5088
F 1.33607 -1.17519 0.02167  -0.1475
H -0.90712 -1.38397 1.36531  0.3462
F -3.69965 1.28658 -2.42822  -0.2511
O 1.06286 0.07611 2.99094  -0.6546
O -1.90129 0.45857 -0.35710  -0.2313
C -2.84185 2.15698 -1.93860  0.7251
H 0.36376 -0.23776 2.41737  0.1781
H 1.59391 2.13655 -0.42589  0.2734
O -0.48821 0.90903 -1.84751  -0.4707
O -0.49814 -1.96101 -1.94468  -0.4420
H -2.48769 1.37547 1.50486  0.3555
F -2.45769 2.98803 -2.77759  -0.2450
H 4.25540 -1.21651 -0.40668  0.3154

***

No. 4
This record from the OMol25 dataset describes a structure of composition C4H16FN8O4Tl in a non-equilibrium geometry. The level of theory is ωB97M-V/def2-TZVPD.

## Properties
Energy above the lowest of the compared OMol25 structures with the same formula, charge and spin = 6.1684 eV
Net charge = +2
Maximum force = 0.156 hartree/bohr
Frontier orbital gap = 0.065 Eh

Each line ends with the natural charge from an NBO analysis.
Element x y z (Å)
O 1.28143 2.02604 -1.19325  -0.5396
C -3.51182 4.38174 -0.47680  0.7480
N 4.13357 -1.70863 -0.09729  -0.6767
C -2.60342 -4.93946 2.48088  0.7489
O -2.81391 3.59672 0.05098  -0.5663
H -3.29197 -6.38217 3.58959  0.3865
C 2.19759 2.77653 -1.52615  0.7374
Tl -0.61674 0.47981 2.42326  0.9917
H -3.56846 5.95933 -1.55674  0.3961
C 3.11076 -2.35111 -0.46308  0.7143
F 3.30955 0.92751 2.76748  -0.3743
H -3.15421 -5.65938 0.63169  0.4193
O -2.16818 -3.78044 2.36821  -0.5801
H -2.28414 -5.27519 4.50944  0.4234
H 2.70871 -3.73947 -1.72184  0.4165
N 3.31285 3.08347 -0.87782  -0.7180
H 3.04228 4.10118 -2.67389  0.4015
N -3.08002 -5.79359 1.62998  -0.7779
N -4.58655 3.97370 -1.14335  -0.8004
H 3.55381 2.50846 -0.08321  0.4176
H 5.05518 -1.94008 -0.43958  0.4172
H -3.33944 -6.70711 1.97389  0.3949
O 1.97940 -2.07840 -0.11810  -0.5003
N 3.45356 -3.14856 -1.38108  -0.7359
H 1.58503 3.25356 -3.27624  0.4183
N -3.19288 5.61236 -0.68573  -0.7505
H -2.30920 6.02612 -0.42494  0.4182
H 4.03800 3.60602 -1.34814  0.4015
N 2.37696 3.34149 -2.65560  -0.7622
H -4.94563 3.05650 -0.91998  0.4140
H -5.21615 4.59611 -1.62945  0.4037
N -2.68981 -5.57249 3.63358  -0.7393
H 3.90509 -0.92083 0.49201  0.4281
H 4.32878 -3.30971 -1.85870  0.4244

***

No. 5
This record from the OMol25 dataset describes a structure of composition C4H16IN8O4 in a non-equilibrium geometry. The level of theory is ωB97M-V/def2-TZVPD.

## Properties
Energy above the lowest of the compared OMol25 structures with the same formula, charge and spin = 25.6265 eV
Net charge = -1
Maximum force = 0.288 hartree/bohr
Frontier orbital gap = 0.207 Eh

Each line ends with the natural charge from an NBO analysis.
Element x y z (Å)
H 3.13559 0.29817 -3.91803  0.3837
H -1.18576 1.40561 0.41146  0.2836
H -0.48330 -0.72519 1.03984  0.2183
N -1.37951 2.38847 0.54019  -0.8178
H 2.04651 1.59266 -3.52174  0.3785
O -0.38392 -1.02988 3.51269  -0.7301
H -0.49754 -1.32497 -0.36538  0.3001
H -2.19359 -2.54026 3.94105  0.3881
H -2.71759 -2.78063 2.21493  0.3805
O 1.15173 -3.88886 -0.20785  -0.7889
H 1.56218 -0.74076 0.11487  0.3532
H 0.85726 0.40305 -0.74771  0.1720
H -1.50859 4.73278 0.92414  0.3623
N 2.47567 0.71223 -3.27525  -0.8323
H -1.95245 -1.86051 1.07782  0.3347
I -0.05618 0.34012 0.17760  0.1516
C -0.95819 3.27851 -0.28284  0.7227
H 2.65941 -2.09245 0.01512  0.3960
C 1.98334 0.05811 -2.27353  0.7378
N -2.13108 -2.39851 2.94301  -0.8590
N 1.71763 -1.73866 0.10451  -0.7736
O -0.65583 3.04869 -1.44102  -0.7363
N -1.22098 -1.27555 1.45581  -0.8087
H -0.88898 -3.11983 -0.21771  0.3826
H -1.74449 2.74522 1.41175  0.3523
O 2.25450 -1.08063 -1.94810  -0.7133
C 0.93175 -2.65984 -0.12344  0.7377
H -0.66759 5.22901 -0.48604  0.3943
H 1.31078 1.69286 -1.87698  0.3617
N 1.07173 0.73188 -1.67828  -0.8353
N -1.10413 4.48098 0.03357  -0.8022
N -0.29096 -2.30639 -0.24613  -0.8401
C -1.13744 -1.57542 2.69164  0.7458

***

| no. | M (g mol⁻¹) |
| --- | --- |
| 1 | 163.62 |
| 2 | 367.13 |
| 3 | 343.38 |
| 4 | 463.61 |
| 5 | 367.13 |